71
Properties=species:S:1:pos:R:3:lowdin_charge:R:1 method="wB97M-V/def2-TZVPD" lumo_ev=-0.124 total_charge=-1 total_energy_ev=-61178.3350 multiplicity=1 homo_lumo_gap_ev=3.558
C 2.637 1.419 -3.317 -0.1626
O 3.876 0.851 -2.852 -0.3081
C 3.673 -0.592 -2.826 -0.3063
In 3.999 -1.572 -0.817 0.7762
C 3.272 -0.313 0.942 -0.2546
C 6.180 -2.015 -0.420 -0.3688
N 6.684 -1.300 0.821 -0.1419
N 2.749 -3.354 -0.811 -0.0786
C 1.673 -3.037 -1.469 -0.5777
C 0.612 -1.979 -0.932 -0.0868
C 1.312 -3.693 -2.892 -0.0842
H 1.851 1.220 -2.527 0.0744
H 2.302 0.961 -4.305 0.0914
H 2.784 2.540 -3.436 0.0881
H 4.424 -1.070 -3.547 0.0505
H 2.649 -0.916 -3.215 0.0324
H 2.925 0.722 0.649 -0.0404
H 2.421 -0.865 1.455 -0.0354
H 4.086 -0.229 1.738 -0.0371
H 6.853 -1.631 -1.260 0.0223
H 6.408 -3.112 -0.235 0.0272
H 6.170 -0.432 0.973 0.0081
H 6.644 -1.915 1.632 0.0325
H 0.917 -1.465 0.018 0.0468
H -0.349 -2.547 -0.710 0.0575
H 0.370 -1.240 -1.766 0.0690
H 2.223 -3.897 -3.515 0.0677
H 0.637 -2.967 -3.452 0.0608
H 0.686 -4.607 -2.669 0.0535
C 0.166 4.908 -0.329 0.0798
C 0.090 3.578 -0.417 -0.2404
C -0.772 2.914 -1.438 -0.3200
O -0.802 1.701 -1.499 0.1226
C -1.561 3.767 -2.331 0.0860
C -1.487 5.096 -2.240 -0.2281
C -0.604 5.759 -1.238 -0.3107
O -0.551 6.976 -1.200 0.1042
O -2.210 5.903 -3.055 0.0901
O 0.801 2.773 0.424 0.0810
H 0.789 5.402 0.405 0.1393
H -2.196 3.274 -3.055 0.1374
H -1.978 6.812 -2.790 0.1117
H 0.579 1.857 0.158 0.1220
C -3.589 -4.744 1.291 0.0765
C -4.359 -5.668 0.715 -0.2315
C -3.796 -6.673 -0.232 -0.3227
O -4.532 -7.512 -0.722 0.0938
C -2.367 -6.603 -0.539 0.0725
C -1.593 -5.675 0.034 -0.2221
C -2.152 -4.687 1.003 -0.3123
O -1.416 -3.870 1.520 0.1225
O -0.275 -5.595 -0.240 0.1020
O -5.690 -5.736 0.966 0.0879
H -3.985 -4.011 1.982 0.1352
H -1.975 -7.326 -1.240 0.1350
H 0.061 -4.848 0.296 0.1136
H -6.015 -6.485 0.433 0.1109
C -3.625 3.025 3.028 0.0775
C -2.374 3.214 2.600 -0.2080
C -1.458 4.181 3.275 -0.2999
O -0.321 4.315 2.870 0.1286
C -1.982 4.942 4.414 0.0789
C -3.233 4.753 4.837 -0.2302
C -4.138 3.768 4.179 -0.3191
O -5.268 3.613 4.609 0.1012
O -3.736 5.448 5.886 0.0919
O -1.886 2.537 1.535 0.1061
H -4.298 2.326 2.549 0.1366
H -1.315 5.652 4.884 0.1361
H -4.652 5.129 5.992 0.1126
H -0.962 2.846 1.423 0.0758